[1]
The following is a DFT calculation (ωB97M-V/def2-TZVPD) of one molecule with the formula C18H12Cl2N2O2S.

- F_max: 3.62 eV Å⁻¹
- Relative energy (zero: lowest compared OMol25 entry of this formula, charge and spin): 0.00 kJ/mol
- HOMO energy: -8.2 eV

Geometry (Å):
C: 1.28112 -1.23592 -1.53738
C: 0.10878 -1.05743 -0.64520
C: 0.15140 -1.13611 0.73056
S: 1.56088 -1.41453 1.74898
C: 2.66234 -0.14922 1.19603
C: 2.32461 1.22861 1.26209
C: 3.25165 2.21294 0.85731
C: 4.52158 1.85380 0.45228
Cl: 5.61840 3.09049 -0.03698
C: 4.85074 0.48844 0.34009
C: 3.95178 -0.50943 0.74429
C: -1.15277 -0.86077 1.22696
C: -1.69721 -0.80206 2.51575
C: -3.05546 -0.52238 2.70975
Cl: -3.67004 -0.62881 4.33536
C: -3.87003 -0.29332 1.58245
C: -5.26059 0.03109 1.66888
N: -6.42795 0.20284 1.71287
C: -3.30801 -0.36985 0.28250
C: -1.95253 -0.67674 0.11111
N: -1.18561 -0.75970 -1.06545
C: -1.64999 -0.65432 -2.46170
C: -1.62714 0.76572 -2.98192
O: -0.57509 1.14710 -3.49791
O: -2.78338 1.52704 -2.92390
H: 1.04930 -1.70569 -2.48292
H: 1.74887 -0.25315 -1.74693
H: 1.98224 -1.89930 -1.05335
H: 1.33157 1.56811 1.62781
H: 2.97694 3.27816 0.82890
H: 5.84916 0.21013 0.00131
H: 4.23315 -1.55390 0.71147
H: -1.06729 -0.98843 3.36743
H: -3.95356 -0.22490 -0.54909
H: -0.98683 -1.24829 -3.15107
H: -2.63858 -1.03156 -2.52956
H: -2.59244 2.37134 -3.35084


[2]
The following is a DFT calculation (ωB97M-V/def2-TZVPD) of C18H12Cl2N4O9P2V as an isolated structure.

- F_max: 2.64 eV Å⁻¹
- Charge: -1
- ⟨S²⟩: 2.01
- Multiplicity: 3
- HOMO energy (alpha / beta): -5.0 / -5.1 eV

Geometry (Å):
V: 0.22748 0.05570 0.01102
Cl: -5.93789 -0.37314 3.13843
C: -4.35622 -0.75903 2.53644
C: -3.70052 0.18195 1.74952
C: -2.43211 -0.09339 1.25840
N: -1.66875 0.72967 0.44136
C: -2.23184 1.50178 -0.52015
O: -3.30051 2.08515 -0.47928
C: -1.46363 1.38202 -1.86437
C: -2.26834 1.61531 -3.00525
C: -1.99026 0.93725 -4.15760
C: -0.95431 -0.01082 -4.18432
C: -0.30897 -0.28877 -3.00945
N: -0.62429 0.33025 -1.85953
C: -1.83098 -1.34211 1.54912
C: -2.48953 -2.26772 2.34131
C: -3.75549 -1.96900 2.83590
Cl: -4.55717 -3.15078 3.82134
N: -0.53041 -1.47040 1.05454
C: 0.36339 -2.40248 1.47374
O: 0.18128 -3.57063 1.77106
C: 1.72654 -1.76884 1.70927
C: 2.82597 -2.53171 2.06480
C: 3.97985 -1.86447 2.43859
C: 3.98486 -0.47502 2.45938
C: 2.84388 0.20198 2.06227
N: 1.74214 -0.43661 1.68783
H: -4.17095 1.12593 1.52327
H: -3.07895 2.32069 -2.91268
H: -2.59290 1.10419 -5.04224
H: -0.69758 -0.54603 -5.08599
H: 0.47213 -1.03485 -2.93722
H: -2.03878 -3.22566 2.55082
H: 2.74363 -3.60853 2.05241
H: 4.86692 -2.41684 2.71977
H: 4.86361 0.07792 2.75949
H: 2.79440 1.28480 2.03283
O: 3.92595 1.15879 -0.81194
P: 2.88577 0.47306 -1.83270
O: 3.55854 0.00061 -3.03983
O: 1.96820 -0.43989 -1.03352
O: 1.97060 1.79309 -2.25314
P: 1.09127 2.67128 -1.26643
O: 1.83866 4.06974 -1.08147
O: -0.25855 2.95031 -1.84105
O: 1.09807 1.97326 0.08190
H: 3.45813 1.43594 -0.01460
H: 1.82764 4.58610 -1.89202


[3]
The following is a DFT calculation (ωB97M-V/def2-TZVPD) of C18H12Cl6F3GeN5SSeV as an isolated structure.

- F_max: 0.47 eV Å⁻¹
- Charge: +2
- ⟨S²⟩: 3.76
- Multiplicity: 4
- HOMO energy (alpha / beta): -14.3 / -14.6 eV

Geometry (Å):
V: 0.14337 -0.17119 -0.76194
Cl: -0.02486 -4.99931 2.00953
C: -0.87878 -4.63278 0.51536
Cl: -2.62726 -4.72860 0.74395
Cl: -0.34522 -5.66055 -0.80382
C: -0.55531 -3.23996 0.15728
N: -0.29784 -2.16002 -0.11672
N: -4.05128 0.55007 -1.35394
C: -3.60729 1.77372 -1.48773
N: -4.03633 2.58327 -2.43542
S: -2.44441 2.48140 -0.37428
H: -4.64703 0.12984 -2.05313
H: -3.61468 -0.06589 -0.68405
H: -4.75356 2.30180 -3.08812
H: -3.68731 3.52586 -2.51984
F: 0.65478 -4.27661 4.96221
C: -0.13117 -3.32250 5.50335
F: -1.17435 -3.92976 6.06535
F: 0.57795 -2.71839 6.45643
C: -0.56141 -2.33993 4.43525
C: -1.83058 -2.42149 3.87975
C: -2.20382 -1.53092 2.88646
C: -1.29453 -0.56803 2.44693
C: -0.01842 -0.49303 3.01064
C: 0.34424 -1.37783 4.00854
C: -1.67948 0.35929 1.42115
C: -2.00453 1.14319 0.55468
H: -2.53060 -3.16423 4.23633
H: -3.20017 -1.57047 2.46711
H: 0.66876 0.28416 2.70020
H: 1.32045 -1.31206 4.47012
Se: 0.52581 2.40252 -2.98931
N: 0.74974 1.78879 -1.30825
C: 1.43037 2.70374 -0.62593
C: 1.83245 2.59936 0.73689
C: 2.53266 3.62537 1.28333
C: 2.87200 4.80313 0.53646
C: 2.50961 4.94450 -0.75866
C: 1.77393 3.88569 -1.38148
N: 1.36973 3.89540 -2.63648
H: 1.58348 1.71945 1.31957
H: 2.85049 3.56395 2.31609
H: 3.43115 5.58481 1.03154
H: 2.76034 5.82040 -1.34027
Cl: 4.21513 0.32910 -1.74664
Ge: 2.65186 -0.87348 -0.99577
Cl: -1.16507 -0.36696 -2.62952
Cl: 3.45359 -2.81215 -0.76242


[4]
The following is a DFT calculation (ωB97M-V/def2-TZVPD) of C18H12F6FeO3S as an isolated structure.

- F_max: 7.97 eV Å⁻¹
- ⟨S²⟩: 6.10
- Multiplicity: 5
- Relative energy (zero: lowest compared OMol25 entry of this formula, charge and spin): 0.00 kJ/mol
- HOMO energy (alpha / beta): -6.0 / -8.7 eV

Geometry (Å):
O: 3.87186 -4.20556 -2.53647
C: 2.93906 -3.51088 -2.45483
Fe: 1.80138 -2.29481 -1.90749
C: 2.98452 -1.16714 -1.13404
O: 3.64684 -0.51314 -0.43531
C: 1.63621 -3.01807 -0.30842
O: 1.78954 -3.53746 0.72499
C: 0.03426 -3.17261 -2.30205
C: -1.30742 -2.90168 -1.63005
C: -1.82409 -1.45292 -1.66676
C: -0.80883 -0.41098 -1.15865
C: 0.56349 -0.50204 -1.90277
C: 0.72160 -1.03195 -3.21111
C: 0.44063 -2.39365 -3.44841
H: 0.23526 -4.25713 -2.32161
H: -2.05837 -3.51803 -2.16368
H: -1.31318 -3.30310 -0.60289
H: -2.08613 -1.19669 -2.69827
H: -2.73281 -1.35721 -1.05697
H: -1.22487 0.60284 -1.26646
H: 1.13349 0.40756 -1.65113
H: 1.11690 -0.39999 -4.00429
H: 0.66104 -2.87822 -4.40270
F: 2.98916 3.00149 2.22330
C: 1.87269 3.46597 2.85183
F: 2.07728 3.32699 4.20434
F: 1.79893 4.81315 2.60590
C: 0.62336 2.74660 2.40832
C: -0.59346 3.25113 2.84847
C: -1.76539 2.60031 2.48555
C: -3.06458 3.15848 3.00363
F: -4.15141 2.52758 2.47782
F: -3.14425 3.04126 4.37113
F: -3.19386 4.49406 2.71778
C: -1.73421 1.45568 1.69720
C: -0.50196 0.92977 1.28127
S: -0.47981 -0.68039 0.55567
C: 0.68548 1.60446 1.61698
H: -0.63107 4.12509 3.49032
H: -2.64700 0.94107 1.41948
H: 1.63974 1.21018 1.28038